1.
Entry from the OMol25 dataset: 7 unconnected molecules or ions with the total composition C24H35Cl14N4O2P at a distorted geometry (ωB97M-V/def2-TZVPD).

E   -220114.7975 eV
SMILES   C[C@@H](Cl)[C@@H](Cl)c1cnc2ccc(P(N)O)c(N=C=O)c2n1.ClCCCl.ClCCCl.ClCCCl.ClCCCl.ClCCCl.ClCCCl
Kohn-Sham gap   0.2729 Eh
HOMO energy   -8.25 eV
Largest force on an atom   0.052 Eh/bohr

```
80
C24H35Cl14N4O2P ωB97M-V/def2-TZVPD
Cl 2.63 -2.26 -3.85
N 0.24 -0.03 0.65
Cl 7.36 -7.25 -1.27
C -3.08 1.93 2.17
H 4.36 -0.35 -0.53
H 1.74 0.15 -1.21
C 7.44 -4.56 -1.79
H 1.17 2.66 2.44
H 9.15 -5.71 -1.14
O -0.21 -1.15 2.71
C -3.12 2.41 3.62
H -5.53 -2.98 -0.62
Cl 5.84 -0.49 -2.35
H 4.92 -5.17 -3.99
P 0.39 -1.23 -2.21
H -6.58 7.26 0.17
C 2.02 3.07 2.98
C -7.45 5.61 1.23
N -1.99 1.32 1.74
N 0.41 -0.77 -3.90
H 4.90 -2.71 -3.38
C -0.95 1.43 4.67
H 0.48 0.25 -3.92
C 2.22 4.54 2.69
H -0.59 2.21 5.34
H -8.05 5.33 0.36
H 6.36 -4.57 -1.68
C -4.23 2.16 1.34
H -6.83 -4.37 -2.14
H 3.00 4.96 3.32
H 5.93 -1.24 1.26
H -2.89 0.38 4.50
C -0.97 0.21 -0.11
H 7.81 -3.59 -1.47
C -3.22 0.67 -1.69
Cl 7.83 -4.73 -3.52
H -5.08 2.68 1.80
C -2.49 1.40 4.62
N -4.34 1.82 0.08
H 2.50 4.67 1.65
H -5.57 5.81 0.17
Cl -3.06 1.92 6.29
Cl 3.67 -4.96 -2.01
C 4.00 -4.64 -3.74
H 5.82 0.62 -0.29
Cl -6.97 4.09 2.03
C -2.09 0.91 0.45
C 6.08 -1.44 0.20
Cl -6.90 -3.01 -4.05
H 3.18 -5.08 -4.32
H 7.93 -5.43 0.10
C 4.16 -3.17 -4.03
C -6.25 6.41 0.77
H 2.91 2.51 2.69
H 7.15 -1.51 0.01
Cl -2.45 4.05 3.85
H -5.23 -4.16 -2.84
H -6.76 -1.95 -1.36
Cl -5.33 7.08 2.15
H -4.19 2.46 3.90
C -6.14 -3.64 -2.56
O 1.83 -0.75 -1.55
C 0.05 -0.76 1.63
H -0.60 0.45 5.06
H -0.48 1.55 3.68
Cl 5.36 -3.04 -0.12
H -4.09 0.87 -2.31
Cl 1.77 2.75 4.72
C 8.08 -5.65 -0.95
H -8.07 6.17 1.91
H 4.48 -3.04 -5.06
Cl -4.57 -1.43 -2.10
C 5.45 -0.35 -0.63
H -0.46 -1.05 -4.34
C -1.00 -0.27 -1.41
C -3.23 1.15 -0.34
H -2.24 -0.36 -3.27
C -2.17 -0.03 -2.23
C -5.86 -2.54 -1.56
Cl 0.73 5.48 2.94
```

2.
Entry from the OMol25 dataset: 2 unconnected molecules or ions with the total composition C2H3NO2 at a distorted geometry (ωB97M-V/def2-TZVPD).

E   -7698.3954 eV
Kohn-Sham gap (alpha / beta)   0.3092 / 0.3037 Eh
HOMO energy (alpha / beta)   -9.13 / -8.92 eV
Relative energy (zero: lowest compared OMol25 entry of this formula, charge and spin)   217.9 kcal/mol
Largest force on an atom   0.061 Eh/bohr

```
8
C2H3NO2 ωB97M-V/def2-TZVPD
O 1.39 0.35 -0.18
H -0.15 2.57 0.17
N 1.34 -0.76 -0.90
H -0.98 -0.86 1.01
C 0.37 0.64 0.58
O 0.24 -1.35 -0.52
C -0.63 -0.41 0.14
H -1.57 -0.18 -0.29
```

3.
Entry from the OMol25 dataset: a molecular structure, H12O6Pd at a distorted geometry (ωB97M-V/def2-TZVPD).

⟨S²⟩   2.003
Net charge   +2
E   -15931.1634 eV
Multiplicity   3
Kohn-Sham gap (alpha / beta)   0.3579 / 0.3106 Eh
HOMO energy (alpha / beta)   -17.13 / -16.74 eV
Relative energy (zero: lowest compared OMol25 entry of this formula, charge and spin)   268.7 kcal/mol
Largest force on an atom   0.325 Eh/bohr

```
19
H12O6Pd ωB97M-V/def2-TZVPD
H 1.63 0.17 -0.14
Pd -0.45 0.09 0.43
H 0.20 -3.58 -0.39
H 1.98 2.47 -1.40
O -1.07 -0.26 -1.16
H 1.36 -2.82 -0.11
H -0.72 -0.97 -1.81
O 1.18 -0.08 0.68
H -1.30 0.47 -1.72
H 1.80 0.07 1.39
O 0.39 -2.70 -0.09
O -0.70 1.75 0.69
H -0.19 2.43 1.10
O 1.26 1.82 -1.30
H -2.17 -0.31 2.21
H -1.32 -1.56 1.90
H 1.13 1.59 -2.22
H -1.55 2.05 0.34
O -1.46 -0.62 1.60
```